A structure of composition C44H43BBiCl3F12N4O3S, computed with wB97M-V/def2-TZVPD.

Calculated values
Molar mass (g mol⁻¹): 1262.05
Kohn-Sham gap (spin up / spin down) (eV): 6.055 / 6.431
LUMO energy (spin up / spin down) (eV): 3.67 / 3.70
Net charge: -2
Max |F| (eV Å⁻¹): 0.6
Electronic energy (Eh): -5364.07991

```
112
C44H43BBiCl3F12N4O3S | the OMol25 dataset | wB97M-V/def2-TZVPD
Bi -0.169 0.485 0.497
F -2.325 6.538 -0.068
C -1.972 5.810 1.024
F -3.044 5.116 1.382
F -1.755 6.725 1.998
C -0.740 4.998 0.760
C 0.425 5.726 0.557
C 1.615 5.093 0.273
C 1.608 3.708 0.204
N 0.494 3.009 0.402
C -0.690 3.597 0.670
S -2.020 2.475 0.828
H 0.383 6.807 0.630
H 2.533 5.643 0.121
H 2.495 3.111 0.004
C -3.728 -3.140 2.585
C -3.237 -1.698 2.455
C -3.274 -0.979 3.803
C -4.028 -0.931 1.408
C -5.374 -0.658 1.638
C -6.118 0.082 0.736
C -5.512 0.576 -0.410
C -4.172 0.325 -0.677
C -3.532 0.827 -1.954
C -3.677 -0.218 -3.065
C -4.058 2.187 -2.406
C -3.441 -0.449 0.232
N -2.077 -0.773 -0.043
C -1.856 -2.039 -0.401
C -0.583 -2.630 -0.421
N 0.490 -1.983 -0.032
C 1.713 -2.714 -0.007
C 2.159 -3.303 1.186
C 3.361 -4.005 1.155
C 4.113 -4.121 -0.004
C 3.661 -3.521 -1.165
C 2.461 -2.819 -1.186
C 1.977 -2.180 -2.477
C 1.919 -3.181 -3.632
C 2.831 -0.963 -2.844
C 1.438 -3.208 2.527
C 1.116 -1.777 2.978
C 0.182 -4.082 2.596
H -3.146 -3.670 3.342
H -3.629 -3.679 1.640
H -4.780 -3.168 2.882
H -2.195 -1.735 2.135
H -4.284 -0.974 4.222
H -2.935 0.053 3.705
H -2.615 -1.473 4.517
H -5.837 -1.018 2.550
H -7.163 0.290 0.932
H -6.092 1.165 -1.111
H -2.471 0.947 -1.739
H -4.729 -0.490 -3.191
H -3.112 -1.121 -2.827
H -3.304 0.173 -4.015
H -5.051 2.107 -2.860
H -3.386 2.609 -3.156
H -4.108 2.884 -1.568
H -2.714 -2.652 -0.670
H -0.512 -3.670 -0.745
H 3.719 -4.455 2.074
H 5.053 -4.659 0.006
H 4.257 -3.579 -2.070
H 0.961 -1.839 -2.304
H 2.912 -3.569 -3.877
H 1.521 -2.695 -4.528
H 1.278 -4.032 -3.388
H 3.851 -1.268 -3.092
H 2.901 -0.242 -2.023
H 2.410 -0.456 -3.720
H 2.147 -3.619 3.250
H 0.138 -1.456 2.616
H 1.859 -1.058 2.628
H 1.090 -1.711 4.067
H -0.592 -3.715 1.919
H -0.226 -4.066 3.610
H 0.403 -5.120 2.330
F 5.255 2.377 -1.581
C 5.432 2.469 -0.260
F 5.051 3.716 0.087
F 6.759 2.399 -0.041
C 4.561 1.389 0.493
O 3.367 1.296 -0.038
C 4.495 1.807 2.009
F 4.124 0.776 2.772
F 3.588 2.773 2.182
F 5.661 2.271 2.507
C 5.345 0.027 0.418
F 6.445 -0.038 1.194
F 5.755 -0.213 -0.845
F 4.560 -0.987 0.768
Cl -1.331 2.028 7.532
C -0.911 0.554 6.717
Cl 1.286 -0.124 7.840
Cl -1.939 -0.798 7.112
C -0.626 0.696 5.336
N -0.394 0.812 4.210
O 0.408 2.048 -2.457
B -0.025 0.885 -1.821
O -0.380 -0.076 -2.781
C -0.134 0.505 -3.998
C -0.291 -0.033 -5.252
C 0.051 0.788 -6.330
C 0.525 2.081 -6.131
C 0.680 2.610 -4.848
C 0.341 1.789 -3.800
H -0.660 -1.041 -5.387
H -0.049 0.407 -7.339
H 0.782 2.691 -6.988
H 1.057 3.609 -4.677
```